Computed, not measured: a 2-piece molecular cluster, C5H14N2 overall, with wB97M-V/def2-TZVPD.

Results
* Kohn-Sham gap: 9.068 eV
* E: -8389.95933 eV
* LUMO level: 1.0 eV
* net charge: 0
* energy relative to the best compared isomer or geometry (same formula, charge and spin): 61.3 kcal per mole
* E_HOMO: -0.295 hartree
* SMILES string: [H]/N=C\C.CCNC

Geometry as XYZ:
```
21
Properties=species:S:1:pos:R:3:forces:R:3:lowdin_charge:R:1
C 1.07195 -1.55764 0.57804 0.2 0.3 -0.8 -0.16
C -1.01749 0.58021 2.05252 0.7 -0.4 -0.3 -0.10
N 0.43321 -0.75835 -0.45244 1.3 2.9 -0.8 -0.13
C -1.47259 0.19226 0.66734 -3.8 1.2 0.3 -0.36
N -2.56568 -0.51955 0.49059 1.8 1.4 -0.3 0.03
H -0.37354 -1.11106 -0.95554 0.6 0.1 0.0 0.09
H -2.98599 -0.78118 1.38766 0.6 -0.5 -0.1 0.03
H 0.37170 -2.27341 1.01897 -0.1 0.2 -0.1 0.08
H 1.47401 -0.90773 1.36092 -0.1 -0.1 0.1 0.07
H 1.91388 -2.12844 0.17824 0.1 -0.2 0.1 0.06
H -0.03456 1.05464 2.00057 0.0 0.0 0.2 0.06
H -0.96344 -0.30680 2.68843 0.0 0.1 0.1 0.07
H -1.72208 1.28956 2.49055 0.0 0.0 -0.1 0.08
C 1.18420 0.60303 -1.05202 -1.2 -3.3 1.2 -0.19
C 0.74440 0.89426 -2.46549 0.0 -0.1 -0.2 -0.12
H 1.33243 1.72109 -2.88221 -0.1 -0.1 0.2 0.07
H 1.00385 1.44262 -0.37847 -0.3 -0.1 0.1 0.08
H 2.25051 0.38270 -1.00205 0.0 -0.1 -0.1 0.09
H -1.24458 0.98797 -0.08826 0.2 -1.3 0.2 0.10
H -0.31260 1.16749 -2.52230 0.1 0.0 0.0 0.07
H 0.91241 0.02835 -3.11505 -0.1 0.1 0.2 0.08
```
Forces are in eV/Å.

Computed, not measured: the molecule C5H14N2, with wB97M-V/def2-TZVPD.

Results
* Kohn-Sham gap: 9.978 eV
* E: -8391.50913 eV
* LUMO level: 1.2 eV
* net charge: 0
* energy relative to the best compared isomer or geometry (same formula, charge and spin): 25.6 kcal per mole
* E_HOMO: -0.324 hartree
* SMILES string: CCCCNCN

Geometry as XYZ:
```
21
Properties=species:S:1:pos:R:3:forces:R:3:lowdin_charge:R:1
C 2.54431 -0.42185 0.75378 0.3 -0.1 -0.2 -0.12
C 1.83432 0.30376 -0.38126 0.6 0.5 -0.1 -0.27
C 0.87110 1.36912 0.19452 0.5 -0.7 -1.1 -0.19
C -0.47649 0.78119 0.63457 -0.1 0.8 -0.4 -0.24
N -0.82293 -0.41771 -0.11379 -0.5 -0.2 -0.3 -0.07
C -2.24274 -0.78372 -0.03798 0.6 -0.2 -0.1 -0.31
N -2.87953 -0.79537 -1.36485 -0.1 0.1 0.6 0.00
H 3.24422 -1.14937 0.40577 0.4 -0.7 -0.7 0.05
H 3.21420 0.23758 1.31265 -0.6 0.3 0.3 0.08
H 1.87485 -0.98899 1.38544 -0.3 0.2 0.4 0.07
H 2.62060 0.74578 -1.01017 -0.2 0.3 0.2 0.10
H 1.34031 -0.38230 -1.06083 -0.1 -0.2 0.2 0.08
H 0.75148 2.23132 -0.46991 -0.2 -0.4 -0.2 0.11
H 1.42655 1.75686 1.01299 0.1 0.6 1.1 0.09
H -0.46407 0.58431 1.69420 0.0 -0.3 0.4 0.11
H -1.23414 1.56144 0.46393 -0.1 0.0 0.2 0.11
H -0.65183 -0.20529 -1.08469 0.2 0.0 -0.3 0.08
H -2.74328 -0.04244 0.55808 -0.5 0.3 0.4 0.09
H -2.32668 -1.75987 0.45725 0.0 0.1 0.0 0.11
H -2.24009 -1.16260 -2.04809 0.3 -0.3 -0.2 0.05
H -3.64014 -1.46186 -1.30160 -0.1 0.1 -0.3 0.06
```
Forces are in eV/Å.

Computed, not measured: the molecule C5H14N2, with wB97M-V/def2-TZVPD.

Results
* Kohn-Sham gap: 8.878 eV
* E: -8391.30373 eV
* LUMO level: 1.0 eV
* net charge: 0
* energy relative to the best compared isomer or geometry (same formula, charge and spin): 30.3 kcal per mole
* E_HOMO: -0.289 hartree
* SMILES string: C[C@@H](N)CN(C)C

Geometry as XYZ:
```
21
Properties=species:S:1:pos:R:3:forces:R:3:lowdin_charge:R:1
C 0.66420 0.12427 -0.53499 0.0 0.1 0.0 -0.20
N -0.61809 -0.05165 -1.14654 -0.8 -0.6 -0.4 -0.28
C -1.77509 0.82156 -1.03554 1.1 0.2 0.8 -0.10
C -0.93705 -1.41573 -1.50203 0.7 0.3 -1.0 -0.10
C 0.76741 -0.19343 0.95285 0.2 0.3 1.2 -0.44
C 2.19740 0.06126 1.46446 -0.5 0.2 0.1 -0.08
N -0.17997 0.58891 1.74157 0.3 0.4 0.1 0.04
H 1.07255 1.12767 -0.71530 -0.4 0.2 0.2 0.13
H 1.36452 -0.49907 -1.10234 0.0 -0.2 0.2 0.12
H -1.47954 1.73733 -0.52046 0.1 0.3 -0.4 0.07
H -2.12061 1.05750 -2.04388 -0.5 0.0 0.2 0.08
H -2.55004 0.42509 -0.36709 -0.2 -0.2 -0.4 0.08
H -1.02099 -2.15625 -0.71798 -0.2 0.0 0.8 0.07
H -0.11053 -1.76065 -2.13090 -0.1 -0.3 -0.2 0.08
H -1.84722 -1.45679 -2.10149 0.0 0.1 0.0 0.08
H 0.55655 -1.23459 1.20731 -0.1 -0.3 -0.6 0.13
H 2.43336 1.12753 1.40128 0.1 -0.1 -0.4 0.07
H 2.23090 -0.14133 2.53694 0.1 -0.3 -0.1 0.07
H 2.89796 -0.56295 0.90811 0.3 0.1 0.2 0.07
H -0.66711 1.33561 1.28580 -0.1 -0.1 0.0 0.04
H -0.71452 0.12767 2.45514 -0.1 -0.1 -0.2 0.07
```
Forces are in eV/Å.

Computed, not measured: the molecule C5H14N2, with wB97M-V/def2-TZVPD.

Results
* Kohn-Sham gap: 8.991 eV
* E: -8387.94364 eV
* LUMO level: 1.1 eV
* net charge: 0
* energy relative to the best compared isomer or geometry (same formula, charge and spin): 107.8 kcal per mole
* E_HOMO: -0.291 hartree
* SMILES string: CNCCN(C)C

Geometry as XYZ:
```
21
Properties=species:S:1:pos:R:3:forces:R:3:lowdin_charge:R:1
C -2.26413 0.29147 -0.06386 0.7 2.9 -1.4 -0.17
N -0.96044 -0.14255 0.57188 -5.6 3.3 -2.1 -0.26
C -1.18592 0.29911 2.04802 2.1 -2.8 -1.9 -0.07
C -0.55353 -1.21466 -0.30344 3.1 -0.6 -0.1 -0.21
C 0.80421 -0.69916 -1.10519 -0.4 -0.5 2.4 -0.17
N 1.98487 -0.34239 -0.16644 1.2 -2.4 -1.6 -0.16
C 2.51517 0.95401 -0.57841 2.1 0.2 -1.8 -0.20
H -2.57581 1.14821 0.54826 -0.3 0.0 -0.5 0.05
H -3.16296 -0.35278 -0.14435 0.8 -0.6 0.4 0.07
H -2.13318 0.74230 -1.15721 0.0 -1.0 2.0 0.11
H -2.18218 -0.13482 2.42049 1.8 0.7 0.1 0.10
H -0.19713 -0.11084 2.33489 -0.9 -0.1 1.7 0.07
H -1.05362 1.40042 2.14743 -0.6 -0.8 -0.5 0.08
H -0.19754 -1.97502 0.36468 0.1 -1.3 -0.1 0.08
H -1.33069 -1.61994 -1.08680 1.3 0.9 1.8 0.14
H 0.51217 0.24988 -1.49947 -0.3 0.5 -0.5 0.06
H 1.12579 -1.35555 -1.90217 -0.1 -0.4 -0.2 0.09
H 2.86940 -1.02050 -0.26101 -3.2 1.4 0.0 0.13
H 2.11100 1.68363 0.09939 0.5 0.7 0.5 0.04
H 3.74401 0.89430 -0.65311 -3.2 0.6 0.5 0.12
H 2.13050 1.30487 -1.61359 0.9 -0.7 1.3 0.08
```
Forces are in eV/Å.

Computed, not measured: the molecule C5H14N2, with wB97M-V/def2-TZVPD.

Results
* Kohn-Sham gap: 9.956 eV
* E: -8391.06292 eV
* LUMO level: 1.1 eV
* net charge: 0
* energy relative to the best compared isomer or geometry (same formula, charge and spin): 35.9 kcal per mole
* E_HOMO: -0.326 hartree
* SMILES string: CCCNCCN

Geometry as XYZ:
```
21
Properties=species:S:1:pos:R:3:forces:R:3:lowdin_charge:R:1
N -2.72667 -0.97996 0.93749 0.6 -0.4 0.9 -0.01
C -1.62229 -1.96542 1.10670 -0.9 -0.3 -0.3 -0.29
C -0.43412 -1.78401 0.20233 0.3 -0.4 -0.3 -0.25
N 0.39742 -0.63596 0.57134 0.4 0.4 0.0 -0.07
C 0.36881 0.51804 -0.32541 -1.0 -0.5 -1.9 -0.30
C 1.49725 1.50814 -0.15132 -0.7 0.2 -1.9 -0.23
C 1.72021 2.44111 -1.43285 -0.8 -2.0 1.4 -0.09
H -2.48264 -0.19012 0.35358 0.2 0.0 0.2 0.04
H -2.82820 -0.65751 1.89244 -0.6 0.7 -0.3 0.05
H -1.23090 -1.96685 2.13497 -0.2 0.2 -0.2 0.11
H -2.11604 -2.94420 0.96295 0.6 0.1 -0.1 0.10
H 0.16793 -2.69417 0.33390 0.0 0.2 -0.1 0.11
H -0.71054 -1.77086 -0.86861 -0.1 0.1 0.2 0.12
H 1.35777 -0.94993 0.55695 0.1 0.0 0.2 0.09
H -0.62368 1.00079 -0.34966 0.3 0.0 0.6 0.11
H 0.45225 0.18516 -1.38829 0.0 -0.2 0.2 0.11
H 2.38560 0.86233 -0.10584 0.2 0.8 1.1 0.11
H 1.17910 2.24373 0.57734 1.0 -0.5 1.1 0.10
H 0.74450 2.58815 -1.90920 0.2 0.7 0.2 0.07
H 2.32150 1.90374 -2.16338 0.4 0.4 0.0 0.06
H 2.18274 3.28779 -0.93543 0.1 0.5 -1.1 0.06
```
Forces are in eV/Å.